Formula: C6H35NO12
Source: the Open Molecules 2025 dataset
Level of theory: ωB97M-V/def2-TZVPD

spin multiplicity: 1
charge: 0
relative energy (zero: lowest compared OMol25 entry of this formula, charge and spin): 501.14 kJ/mol
HOMO energy: -0.33182 hartree
calculated total energy: -32848.410 eV
SMILES: CC(C)CNCC=O.O.O.O.O.O.O.O.O.O.O.O

XYZ file:
```
54
Properties=species:S:1:pos:R:3:forces:R:3:mulliken_charge:R:1
C -1.341226 -0.723612 -4.103336 -0.358 1.037 -0.155 -1.5055
C -1.310781 -0.176120 -2.674633 -0.415 -1.622 0.890 0.8945
C -2.567082 0.599370 -2.204704 0.558 0.698 -1.953 -1.2850
C -1.102477 -1.410968 -1.747997 -0.413 1.759 1.812 -1.7693
N -0.544904 -0.992075 -0.414794 -0.337 -1.495 -0.901 0.4749
C 0.650089 -1.708464 0.036652 -0.471 2.535 -0.217 -0.0542
C 0.493681 -2.271904 1.427276 0.633 -1.172 -0.751 -0.3322
O 1.419913 -2.313782 2.209119 -0.254 0.434 0.200 -0.5988
H -2.023237 -0.091554 -4.672902 -0.082 -0.242 -0.312 0.3941
H -0.376952 -0.646414 -4.604928 0.125 -0.189 0.171 0.3249
H -1.686692 -1.753563 -4.127593 -0.127 -0.054 -0.118 0.3604
H -0.503559 0.540978 -2.525018 0.404 -0.276 -0.224 0.0046
H -3.392116 0.075258 -1.742498 0.292 -0.292 0.401 0.3368
H -2.977893 1.041757 -3.121019 -0.134 0.161 0.133 0.4076
H -2.183043 1.447252 -1.649064 -0.509 0.056 0.572 0.1706
H -2.095817 -1.745998 -1.435202 -0.248 -0.455 -0.892 0.6509
H -0.551307 -2.218694 -2.220124 0.383 0.099 -0.013 0.6001
H -0.483629 0.012860 -0.415206 0.570 -0.001 0.226 0.0597
H 1.423324 -0.930686 0.011189 0.674 -0.599 0.288 0.0323
H 0.934851 -2.458344 -0.688880 0.181 -0.416 0.055 0.4411
H -0.447465 -2.788275 1.638411 -0.188 0.227 0.159 0.4860
O 0.876845 1.678187 0.472034 -0.146 0.389 -1.076 -0.7166
H 0.026852 1.760937 0.928394 0.254 -0.432 0.100 0.5341
H 1.390905 0.958438 0.818029 0.102 -0.035 0.606 -0.1220
O -3.095718 0.655753 0.708865 -0.737 -0.111 -0.144 -0.6065
H -2.625211 1.448759 0.437809 0.318 -0.144 0.206 0.2739
H -2.698894 0.295742 1.500223 0.360 0.181 0.158 0.2901
O 2.130077 0.330431 2.840342 0.330 0.505 0.175 -0.6010
H 2.534285 -0.301616 3.438517 0.299 -0.307 -0.126 0.2560
H 1.641932 -0.220548 2.223132 0.079 -0.455 0.177 0.5006
O -1.943398 -3.458156 2.975284 -0.153 0.156 0.123 -0.6735
H -1.804536 -2.992858 3.808550 0.031 -0.068 0.015 0.3347
H -2.521293 -2.872071 2.473848 -0.090 -0.111 0.004 0.3261
O -1.083333 -4.402016 -0.831096 0.053 0.350 -0.046 -0.6776
H -0.183345 -4.281267 -1.150708 0.042 -0.314 0.012 0.2826
H -1.475657 -3.537721 -1.019898 -0.174 -0.342 0.124 0.4479
O 3.232386 0.702062 -1.689422 -0.141 -0.586 -0.095 -0.6359
H 2.881269 0.901283 -0.817623 0.107 0.456 0.004 0.3507
H 3.818541 1.416976 -1.945482 -0.097 0.210 0.063 0.2929
O 3.890354 2.237507 1.315330 -0.313 0.703 -0.225 -0.6149
H 3.661183 1.668331 2.056529 0.135 -0.458 -0.191 0.3199
H 4.565140 1.846393 0.757299 0.094 -0.342 0.373 0.2782
O 0.728033 2.914362 2.846666 -0.479 0.237 0.115 -0.6046
H 1.353766 3.269268 2.204975 0.343 -0.210 0.185 0.3279
H 1.007590 3.190578 3.722976 0.161 0.226 -0.104 0.2826
O 0.135643 -0.043626 4.913266 0.177 -0.059 0.027 -0.6229
H 0.824483 -0.518209 4.438593 -0.267 -0.424 0.018 0.3570
H 0.436388 0.849814 4.734776 -0.264 0.392 -0.003 0.2870
O 1.873646 1.630884 -4.214160 -0.216 0.038 0.005 -0.6465
H 1.232418 2.346959 -4.260917 0.025 0.011 -0.069 0.3235
H 1.632602 1.150625 -3.412418 0.293 -0.011 0.073 0.3334
O -1.316196 3.103874 0.571490 -0.349 0.101 0.197 -0.5983
H -1.950789 3.266386 1.278959 -0.039 0.126 0.031 0.3292
H -0.509626 3.517500 0.901089 -0.017 0.135 -0.076 0.2986
```
Positions in Å, forces in eV/Å.